(1)
{"formula": "C30H42BeBrClN2P2", "method": "ωB97M-V/def2-TZVPD", "elements": ["C", "C", "C", "C", "N", "C", "C", "C", "C", "C", "C", "C", "C", "C", "Be", "P", "H", "H", "H", "H", "H", "H", "H", "H", "C", "C", "H", "H", "H", "H", "H", "C", "C", "H", "H", "H", "H", "H", "C", "C", "H", "H", "H", "H", "H", "Br", "P", "C", "C", "H", "H", "H", "H", "H", "C", "C", "H", "H", "H", "H", "H", "C", "C", "H", "H", "H", "H", "H", "Cl", "C", "C", "C", "C", "N", "C", "H", "H", "H", "H"], "positions_angstrom": [[2.293, 4.100, -0.431], [1.351, 3.332, -1.169], [1.408, 3.401, -2.583], [2.435, 4.157, -3.180], [3.323, 4.835, -2.457], [3.267, 4.830, -1.126], [0.299, 2.621, -0.490], [-0.562, 1.992, 0.173], [-1.936, 2.027, 0.739], [-2.503, 0.912, 1.403], [-3.815, 0.971, 1.902], [-4.563, 2.068, 1.555], [-4.059, 3.233, 0.967], [-2.712, 3.191, 0.604], [-0.788, -0.086, 1.325], [1.524, -0.365, 0.119], [0.616, 2.985, -3.212], [2.182, 4.239, 0.655], [2.506, 4.229, -4.269], [3.992, 5.438, -0.583], [-2.209, 4.042, 0.144], [-2.125, -0.162, 1.513], [-4.674, 4.105, 0.808], [-4.262, 0.145, 2.445], [2.264, -2.043, 0.462], [3.445, -2.516, -0.381], [1.428, -2.753, 0.370], [2.547, -2.028, 1.526], [3.654, -3.561, -0.117], [3.238, -2.485, -1.461], [4.360, -1.945, -0.186], [1.916, -0.063, -1.683], [3.295, 0.469, -2.070], [1.153, 0.658, -2.006], [1.722, -0.999, -2.230], [3.316, 0.641, -3.155], [3.521, 1.436, -1.602], [4.112, -0.228, -1.843], [2.681, 0.769, 1.015], [4.147, 0.359, 1.151], [2.247, 0.879, 2.020], [2.583, 1.751, 0.533], [4.655, 1.107, 1.775], [4.262, -0.614, 1.646], [4.676, 0.327, 0.192], [-6.465, 1.801, 1.890], [-1.531, -1.552, -0.776], [-0.553, -2.515, -1.996], [-1.221, -3.762, -2.581], [0.384, -2.789, -1.476], [-0.290, -1.817, -2.808], [-0.492, -4.280, -3.218], [-1.543, -4.470, -1.804], [-2.083, -3.513, -3.221], [-2.682, -2.765, 0.015], [-4.027, -3.043, -0.658], [-2.838, -2.378, 1.038], [-2.116, -3.705, 0.117], [-4.616, -3.703, -0.005], [-4.618, -2.131, -0.819], [-3.909, -3.572, -1.617], [-2.576, -0.415, -1.801], [-3.091, -0.901, -3.159], [-1.943, 0.479, -1.939], [-3.424, -0.101, -1.168], [-3.675, -0.094, -3.620], [-2.273, -1.143, -3.856], [-3.760, -1.770, -3.074], [0.853, 1.679, 6.008], [0.482, 0.370, 4.977], [0.574, -0.948, 5.444], [0.331, -1.974, 4.535], [-0.091, -1.684, 3.236], [-0.270, -0.391, 2.845], [0.096, 0.634, 3.665], [0.813, -1.128, 6.483], [0.477, -3.009, 4.798], [-0.249, -2.459, 2.476], [0.116, 1.651, 3.259]], "forces_ev_per_angstrom": [[-0.41, 0.13, 0.01], [0.29, 0.69, -0.36], [0.06, 0.28, 0.17], [-0.58, -0.29, 0.73], [0.40, 0.05, -0.22], [-0.75, -0.52, 0.02], [-1.70, -1.12, 1.50], [0.83, 1.95, -1.25], [0.62, -1.04, -0.03], [-0.91, 0.33, 0.34], [1.23, -0.38, -0.71], [-2.03, 0.31, 0.45], [0.78, -1.08, 0.24], [0.06, 0.21, -0.14], [3.49, -0.35, -2.79], [1.07, -0.14, 0.45], [0.41, -0.17, 0.32], [0.20, -0.40, -0.56], [0.01, 0.02, 0.39], [-0.18, -0.14, -0.23], [-0.33, -0.14, 0.13], [-2.09, 1.12, -0.15], [-0.03, -0.02, -0.09], [0.07, 0.05, -0.19], [-0.45, 0.27, 0.12], [0.19, -0.30, -0.11], [0.23, 0.02, 0.09], [-0.14, -0.07, -0.17], [0.03, 0.21, -0.15], [0.03, -0.01, 0.35], [-0.31, -0.12, -0.09], [-0.58, -0.04, 0.08], [0.29, 0.16, -0.14], [0.08, -0.19, -0.12], [-0.03, 0.28, 0.25], [-0.04, -0.07, 0.25], [-0.05, -0.24, -0.02], [-0.31, 0.17, -0.02], [-0.22, 0.00, 0.01], [0.28, 0.21, 0.11], [0.11, 0.04, -0.13], [0.13, -0.25, 0.19], [-0.02, -0.21, -0.11], [-0.03, 0.28, -0.11], [-0.21, 0.00, 0.29], [1.01, 0.63, -0.15], [-1.07, 0.21, 0.66], [0.53, 0.14, 0.13], [-0.14, -0.18, -0.23], [-0.31, 0.02, -0.40], [0.01, -0.21, 0.33], [-0.17, 0.08, 0.17], [0.10, 0.22, -0.29], [0.32, -0.08, 0.36], [0.03, 0.02, 0.02], [-0.25, -0.36, 0.02], [-0.09, -0.25, -0.26], [-0.13, 0.28, 0.13], [0.10, 0.19, -0.20], [0.21, -0.22, 0.01], [-0.02, 0.30, 0.35], [0.11, 0.17, 0.26], [-0.09, -0.08, -0.25], [-0.24, -0.16, 0.00], [0.31, -0.06, -0.14], [0.14, -0.17, 0.07], [-0.28, 0.03, 0.29], [0.31, 0.28, -0.01], [0.05, 0.09, 0.03], [-0.03, -0.09, -0.21], [-0.37, 0.27, -0.73], [-0.09, 0.10, -0.53], [0.16, 0.69, 0.54], [0.91, -0.37, 0.60], [-0.15, -0.78, 0.13], [0.15, -0.10, -0.08], [-0.06, -0.08, 0.18], [-0.12, 0.36, 0.42], [-0.33, -0.41, 0.17]], "max_force_ev_per_a": 4.48, "multiplicity": 1, "lumo_energy_ev": -6.36, "orbital_gap_ev": 7.27, "total_charge": 2, "homo_ev": -13.628}



(2)
{"formula": "C53H49Ge2N7O2P2Pt", "method": "ωB97M-V/def2-TZVPD", "elements": ["Pt", "N", "P", "C", "C", "C", "C", "C", "C", "C", "C", "C", "C", "C", "C", "P", "C", "C", "C", "C", "C", "C", "C", "C", "C", "C", "C", "C", "H", "H", "H", "H", "H", "H", "H", "H", "H", "H", "H", "H", "H", "H", "H", "H", "H", "H", "H", "H", "H", "N", "C", "N", "C", "N", "C", "C", "N", "C", "C", "N", "H", "H", "H", "H", "H", "O", "C", "N", "C", "O", "C", "C", "C", "C", "C", "C", "H", "H", "H", "H", "C", "Ge", "C", "C", "Ge", "C", "C", "C", "C", "C", "C", "C", "C", "C", "C", "C", "C", "H", "H", "H", "H", "H", "H", "H", "H", "H", "H", "H", "H", "H", "H", "H", "H", "H", "H", "H"], "positions_angstrom": [[0.652, -1.187, 0.660], [2.289, 1.297, 1.260], [0.775, 0.786, 1.706], [0.648, 3.777, -0.074], [1.402, 3.499, -1.197], [2.764, 3.766, -1.149], [3.342, 4.294, -0.003], [2.551, 4.578, 1.105], [1.186, 4.319, 1.079], [0.681, 0.862, 3.492], [-0.365, 0.220, 4.163], [-0.418, 0.211, 5.545], [0.574, 0.858, 6.273], [1.611, 1.513, 5.616], [1.670, 1.521, 4.233], [3.547, 0.048, 1.197], [4.940, 1.132, 0.792], [5.291, 1.519, -0.501], [6.359, 2.381, -0.699], [7.073, 2.866, 0.391], [6.729, 2.485, 1.681], [5.672, 1.610, 1.881], [3.091, -0.658, -0.426], [3.801, -1.810, -0.814], [3.614, -2.368, -2.061], [2.683, -1.805, -2.940], [1.956, -0.692, -2.562], [2.159, -0.106, -1.311], [2.597, 2.244, 1.456], [0.954, 3.097, -2.096], [3.375, 3.566, -2.020], [4.403, 4.510, 0.019], [2.992, 5.018, 1.990], [0.546, 4.545, 1.922], [-1.128, -0.290, 3.588], [-1.224, -0.296, 6.058], [0.540, 0.852, 7.354], [2.379, 2.016, 6.188], [2.486, 2.031, 3.738], [4.739, 1.141, -1.355], [6.641, 2.674, -1.701], [7.912, 3.531, 0.232], [7.297, 2.853, 2.525], [5.425, 1.281, 2.885], [4.528, -2.246, -0.134], [4.197, -3.228, -2.366], [2.555, -2.230, -3.928], [1.257, -0.237, -3.254], [1.641, 0.805, -1.044], [0.940, -4.917, -1.358], [0.482, -3.670, -1.351], [0.911, -3.080, -0.250], [1.640, -4.045, 0.393], [1.674, -5.174, -0.261], [2.269, -3.795, 1.691], [3.174, -4.670, 2.278], [3.688, -4.418, 3.475], [3.304, -3.303, 4.083], [2.418, -2.410, 3.491], [1.902, -2.662, 2.296], [0.803, -5.637, -2.052], [-0.123, -3.232, -2.125], [3.480, -5.579, 1.775], [3.717, -3.102, 5.064], [2.125, -1.490, 3.983], [-2.332, 0.262, -2.701], [-2.221, 1.399, -2.183], [-1.194, 1.692, -1.329], [-1.447, 2.924, -0.910], [-0.751, 3.571, -0.028], [-2.674, 3.508, -1.461], [-3.312, 4.706, -1.257], [-4.520, 4.896, -1.945], [-5.039, 3.914, -2.768], [-4.374, 2.693, -2.960], [-3.179, 2.523, -2.304], [-2.917, 5.467, -0.598], [-5.061, 5.825, -1.822], [-5.979, 4.091, -3.274], [-4.807, 1.937, -3.600], [-4.711, -1.062, -4.075], [-2.938, -0.390, -4.448], [-2.756, 1.131, -5.626], [-1.597, -1.759, -4.713], [-1.654, -1.357, 0.697], [-2.231, -3.200, 0.736], [-3.400, -3.605, 0.083], [-3.869, -4.902, 0.223], [-3.196, -5.794, 1.051], [-2.055, -5.391, 1.734], [-1.565, -4.104, 1.568], [-3.232, -0.252, 0.965], [-3.604, 0.256, 2.207], [-4.805, 0.938, 2.353], [-5.645, 1.127, 1.265], [-5.291, 0.612, 0.027], [-4.094, -0.074, -0.122], [-5.196, -1.311, -5.021], [-5.337, -0.333, -3.563], [-4.659, -1.970, -3.475], [-2.717, 0.736, -6.643], [-1.820, 1.661, -5.447], [-3.583, 1.834, -5.569], [-1.506, -1.955, -5.783], [-1.886, -2.691, -4.228], [-0.627, -1.427, -4.346], [-3.959, -2.908, -0.532], [-4.772, -5.211, -0.286], [-3.571, -6.802, 1.175], [-1.547, -6.081, 2.395], [-0.677, -3.799, 2.113], [-3.004, 0.105, 3.093], [-5.088, 1.316, 3.326], [-6.581, 1.656, 1.390], [-5.955, 0.729, -0.820], [-3.854, -0.493, -1.093]], "forces_ev_per_angstrom": [[0.33, -0.65, 0.31], [-0.10, -0.35, 0.21], [0.13, 0.40, 0.01], [0.08, -0.42, 0.29], [0.02, 0.06, 0.01], [-0.03, 0.03, 0.02], [-0.03, 0.07, 0.02], [0.02, 0.08, -0.02], [0.00, -0.02, -0.08], [-0.04, -0.20, 0.05], [0.00, -0.01, -0.06], [0.00, 0.02, -0.05], [0.04, 0.02, -0.01], [-0.01, 0.00, 0.03], [-0.07, 0.04, -0.01], [0.15, 0.58, -0.04], [0.07, 0.00, -0.02], [0.02, -0.02, 0.00], [-0.01, -0.02, 0.01], [0.01, 0.01, 0.01], [-0.03, 0.02, 0.00], [0.02, 0.00, -0.05], [0.08, -0.31, 0.11], [0.01, -0.10, -0.05], [0.00, 0.04, 0.05], [-0.04, 0.08, -0.03], [0.02, -0.08, -0.16], [-0.15, 0.01, 0.16], [-0.03, 0.01, -0.09], [-0.03, -0.01, 0.00], [-0.01, 0.01, 0.01], [-0.02, -0.04, 0.02], [0.00, 0.02, -0.01], [-0.01, 0.00, 0.00], [0.01, -0.08, 0.04], [0.00, -0.01, -0.01], [0.00, 0.01, 0.00], [-0.01, 0.00, 0.00], [0.02, -0.03, -0.01], [0.02, 0.00, 0.01], [0.01, -0.02, -0.01], [0.00, 0.00, 0.00], [0.00, -0.01, 0.00], [0.01, 0.00, 0.00], [-0.01, 0.02, 0.00], [0.00, 0.00, 0.01], [0.00, 0.01, 0.01], [-0.02, 0.00, 0.02], [0.06, 0.10, -0.11], [0.00, 0.03, -0.01], [0.08, -0.05, -0.04], [-0.38, 0.08, 0.03], [0.03, -0.02, 0.00], [0.06, -0.04, -0.03], [-0.06, -0.02, 0.03], [-0.05, -0.02, 0.05], [0.01, 0.02, 0.00], [0.00, -0.02, 0.01], [-0.08, -0.01, 0.02], [0.15, 0.27, -0.28], [0.00, -0.01, 0.00], [-0.03, 0.01, 0.01], [-0.01, 0.01, -0.01], [0.00, -0.02, 0.00], [0.02, 0.01, -0.02], [0.48, 0.01, -0.19], [-0.20, -0.04, 0.08], [0.06, 0.33, -0.17], [0.14, -0.50, 0.21], [-0.07, 0.65, -0.40], [-0.25, 0.02, 0.11], [0.01, -0.03, -0.03], [0.00, 0.07, 0.04], [-0.04, -0.04, -0.04], [0.01, 0.06, 0.01], [-0.10, 0.07, -0.06], [0.01, -0.02, 0.01], [0.01, 0.00, 0.00], [0.01, -0.01, 0.00], [0.01, 0.00, 0.00], [0.02, 0.03, 0.02], [-0.12, -0.01, -0.06], [0.06, -0.04, -0.02], [-0.06, -0.01, -0.05], [-0.23, -0.32, 0.55], [-0.23, 0.17, -0.13], [-0.09, -0.02, -0.05], [0.04, 0.00, 0.04], [0.03, 0.05, -0.01], [0.00, -0.03, -0.01], [0.15, 0.00, -0.07], [0.12, 0.16, -0.40], [0.00, 0.00, 0.10], [-0.03, 0.03, -0.02], [0.03, -0.01, 0.01], [0.02, 0.00, 0.04], [-0.07, -0.09, -0.01], [0.01, 0.00, 0.00], [0.01, 0.01, 0.00], [0.01, 0.00, 0.01], [-0.01, 0.02, 0.00], [0.00, -0.01, 0.02], [-0.01, -0.02, 0.02], [0.01, 0.00, 0.01], [0.00, 0.03, 0.05], [0.02, 0.02, 0.02], [0.00, 0.00, 0.05], [0.02, 0.00, -0.02], [0.00, 0.00, 0.01], [-0.01, 0.00, 0.01], [0.01, 0.01, -0.04], [0.07, 0.04, -0.05], [0.00, 0.00, 0.00], [0.00, -0.01, 0.00], [0.00, 0.00, 0.00], [-0.03, 0.00, 0.08]], "max_force_ev_per_a": 0.79, "multiplicity": 2, "lumo_energy_ev": [-8.77, -8.84], "orbital_gap_ev": [5.92, 6.23], "total_charge": 3, "homo_ev": [-14.689, -15.068]}